[1]
Molecular formula: C3H10N5
Method: DFT, wB97M-V/def2-TZVPD

Charge: +1
SMILES string: N[C@H]1CC=N[N@@H+](N)N1
F_max in eV/Å: 6.6
HOMO level in eV: -13.79

Each line ends with the natural charge from an NBO analysis.
Cartesian coordinates (Å):
N (2.43963, 0.73273, 0.10312)  -0.786
C (1.10996, 0.18949, -0.31838)  0.075
C (0.98498, -1.31639, 0.06885)  -0.551
C (-0.40036, -1.75281, -0.02767)  0.207
N (-1.43262, -1.03009, -0.20657)  -0.307
N (-1.49519, 0.37420, -0.41181)  0.035
N (-2.35431, 1.03054, 0.29808)  -0.610
N (0.05727, 1.07686, -0.00379)  -0.456
H (2.55675, 1.66344, -0.27941)  0.386
H (2.52856, 0.86565, 1.15612)  0.378
H (0.95442, 0.27916, -1.42481)  0.195
H (1.51499, -1.58074, 0.97141)  0.280
H (1.63637, -1.91879, -0.61478)  0.290
H (-0.72413, -2.75407, 0.01534)  0.240
H (-1.57640, 0.65168, -1.34805)  0.434
H (-2.28228, 0.76941, 1.22629)  0.393
H (-3.20241, 1.32563, -0.12557)  0.423
H (-0.31525, 1.39411, 0.92163)  0.373

[2]
Molecular formula: C3H10NO
Method: DFT, wB97M-V/def2-TZVPD

Charge: -1
F_max in eV/Å: 2.9
HOMO level in eV: -2.04

Each line ends with the natural charge from an NBO analysis.
Cartesian coordinates (Å):
C (1.79963, -0.77407, -1.90069)  -0.188
O (1.49765, -0.02903, -0.83584)  -0.960
H (2.89698, -1.09078, -2.02982)  0.063
H (1.30979, -1.77028, -2.12200)  0.049
H (1.42319, -0.21468, -2.82538)  0.066
C (-0.47322, 0.36621, 2.05663)  -0.618
C (-1.63301, 0.17163, 1.11417)  -0.217
N (-1.20479, 0.50161, -0.28359)  -0.877
H (-0.02094, 1.33644, 1.80727)  0.228
H (-0.80636, 0.55455, 3.08520)  0.178
H (0.19930, -0.48599, 2.01244)  0.219
H (-2.10862, -0.82325, 1.12117)  0.152
H (-2.40753, 0.93352, 1.30280)  0.157
H (-0.47989, -0.24157, -0.37201)  0.399
H (-1.57754, 0.08419, -1.14490)  0.350

[3]
Molecular formula: C3H10NO
Method: DFT, wB97M-V/def2-TZVPD

Charge: -1
F_max in eV/Å: 0.3
HOMO level in eV: -2.29

Each line ends with the natural charge from an NBO analysis.
Cartesian coordinates (Å):
C (1.73554, -0.23439, 2.67617)  -0.863
H (1.99343, 0.35315, 1.79301)  0.284
H (0.65772, -0.15017, 2.79731)  0.205
H (2.24707, 0.09244, 3.58279)  0.171
H (1.98145, -1.27829, 2.49298)  0.195
C (0.03061, 0.77660, -1.11012)  -0.002
O (1.12538, 0.58323, -0.36310)  -0.962
C (-0.83851, -0.49143, -1.26362)  -0.246
N (-2.05120, -0.22759, -2.07470)  -0.866
H (-0.68021, 1.56249, -0.70778)  0.041
H (0.23525, 1.12465, -2.16244)  0.066
H (-0.23514, -1.26408, -1.74613)  0.160
H (-1.07877, -0.82532, -0.24796)  0.147
H (-2.83924, -0.77249, -1.74951)  0.331
H (-2.28338, 0.75122, -1.91690)  0.339

Kohn-Sham gap for the records above, in order: 9.954 6.209 6.676 eV
Energy above the lowest of the compared OMol25 structures with the same formula, charge and spin for the records above, in order: 505.5 197.4 65.8 kJ/mol